[1]
This record from the OMol25 dataset describes C18H20BN3O3Os as an isolated structure. The level of theory is wB97M-V/def2-TZVPD.

```
46
Properties=species:S:1:pos:R:3:forces:R:3:mulliken_charge:R:1
N 1.704 0.265 -0.252 0.165 0.083 -0.091 0.6833
C 1.249 3.138 -0.089 0.052 0.133 -0.008 0.5949
H -4.636 2.549 2.464 -0.002 0.002 -0.015 -0.1114
N -2.026 1.079 1.099 -0.159 -0.244 0.017 -0.2742
C -2.383 0.307 -3.197 -0.020 0.030 -0.025 -1.5627
H 3.182 -3.324 0.151 0.000 0.000 0.000 0.4339
H -3.921 -1.299 -1.487 0.009 0.028 -0.021 0.4167
H -1.850 -0.502 -3.699 0.010 0.012 0.004 0.3567
C -2.860 -1.217 -1.247 -0.008 0.045 0.024 -1.3063
C 2.550 -5.078 1.220 -0.006 0.015 0.003 -0.6126
H 3.975 5.284 -1.836 -0.003 0.003 -0.003 0.4039
H 1.675 -6.652 2.387 0.003 0.000 0.001 0.3876
C 2.447 -3.760 0.814 -0.006 -0.026 0.004 -0.3478
C 0.535 -4.843 2.516 -0.008 0.005 0.013 -0.6835
H 3.614 0.712 -0.786 0.004 -0.012 0.008 0.4127
C 1.594 -5.620 2.071 -0.002 -0.003 -0.003 -0.3671
H -3.421 0.298 -3.529 -0.009 -0.007 0.003 0.3960
C -3.096 1.220 1.511 0.043 0.153 0.001 0.1324
H -5.247 1.334 0.979 -0.009 0.003 0.024 -0.1274
H 4.217 2.835 -1.706 -0.003 -0.008 0.006 0.3694
H 0.255 4.977 0.290 0.007 0.004 0.001 0.4713
C 3.215 4.686 -1.354 -0.022 -0.016 0.018 -0.6560
C 2.617 1.099 -0.598 -0.107 -0.080 0.026 0.0569
C 3.346 3.320 -1.282 0.029 0.013 -0.025 -0.8543
C 2.370 2.517 -0.670 0.003 -0.010 -0.009 0.4321
B -4.575 1.440 1.987 -0.017 -0.055 0.012 0.1303
H -4.825 0.575 2.796 -0.009 0.000 -0.017 -0.1178
C -2.326 0.128 -1.694 0.108 -0.048 -0.062 0.7243
H 3.375 -5.686 0.874 0.001 0.001 -0.002 0.3864
H -2.756 -1.342 -0.170 0.021 0.007 0.038 0.2997
H -2.324 -2.018 -1.758 0.009 -0.014 0.024 0.3422
C 0.425 -3.521 2.114 0.003 -0.021 0.002 -0.3658
C 1.382 -2.979 1.261 0.089 0.025 0.028 0.4278
C 1.268 -1.583 0.820 -0.166 0.183 -0.015 0.6396
N 2.104 -1.041 0.010 0.059 -0.120 0.039 -0.8881
C 1.128 4.527 -0.163 -0.057 0.009 0.034 -0.4149
C 2.091 5.288 -0.787 0.016 -0.004 -0.013 -0.4381
H -0.208 -5.265 3.179 -0.001 -0.004 -0.005 0.4008
O 0.204 -0.894 1.311 -0.078 0.086 -0.223 -0.6187
H -0.399 -2.909 2.454 0.007 0.009 0.001 0.4544
H -2.853 0.941 -1.202 -0.013 0.013 0.077 0.2377
O -0.907 0.204 -1.355 0.194 0.220 0.506 -0.5546
O 0.250 2.510 0.580 -0.008 -0.499 -0.222 -0.7704
Os -0.197 0.679 0.292 -0.119 0.099 -0.149 0.7183
H 1.973 6.363 -0.829 -0.002 0.000 -0.001 0.3784
H -1.937 1.258 -3.490 0.002 -0.007 -0.004 0.3840
```
Forces are in eV/Å.

Calculated values
Kohn-Sham gap ... 0.277 Eh
E_HOMO ... -8.77 eV
Total energy ... -1203.3913 Eh
Net charge ... 0


[2]
This record from the OMol25 dataset describes a 4-piece molecular cluster, C18H20Br2IN8OS overall. The level of theory is wB97M-V/def2-TZVPD.

```
51
Properties=species:S:1:pos:R:3:forces:R:3:mulliken_charge:R:1
H 4.295 4.265 6.173 0.004 0.003 0.005 0.4033
H 2.196 1.660 3.656 -0.012 -0.014 0.001 0.2809
H 2.684 0.276 5.683 0.007 -0.008 0.006 0.3872
O -2.885 -3.906 -4.445 0.294 -0.061 0.371 -0.3940
C -0.641 0.558 3.881 0.038 -0.001 0.000 -0.4482
C 2.989 1.303 5.580 -0.024 0.010 -0.019 -0.4588
C 3.195 3.285 4.564 -0.025 -0.020 -0.008 -0.4860
N -3.433 -2.962 -3.660 -0.011 0.061 -0.511 0.2077
C -0.519 1.818 3.232 0.049 0.059 0.014 -0.8533
C -3.597 -1.306 -2.276 0.015 -0.036 0.104 0.7188
N -1.612 0.435 1.899 0.100 0.012 -0.016 0.1549
H 5.114 0.804 -2.669 0.009 0.005 -0.002 0.4112
C 4.140 1.251 -2.561 0.016 0.003 0.013 -0.6468
N 1.957 1.594 -2.680 0.018 -0.066 0.008 0.1598
S -7.188 -5.141 -2.100 -0.373 -0.465 0.241 -0.2995
H 4.536 3.176 -1.487 0.008 0.002 0.000 0.4158
C -1.290 -1.878 -3.046 0.034 -0.236 0.109 -0.5337
H -0.275 0.300 4.861 -0.010 0.016 0.014 0.4570
C 3.837 2.494 -1.942 0.020 -0.004 0.002 -0.3633
H 1.323 -1.532 -2.092 0.076 0.080 -0.089 0.2882
N 2.699 2.015 4.448 0.012 -0.025 -0.037 -0.0231
N -4.829 -1.780 -2.458 -0.005 0.097 0.174 -0.6030
H 1.402 -2.808 -3.325 0.034 0.081 -0.107 0.3481
C -1.319 -0.275 3.035 0.010 0.001 -0.047 -0.6181
Br -0.637 -0.535 -4.187 0.026 0.162 -0.272 -0.0414
H 2.755 -0.196 -3.537 0.022 0.024 -0.045 0.3972
H 4.044 1.859 7.406 0.004 0.001 0.006 0.4035
C 3.807 3.387 5.785 0.004 -0.005 0.018 -0.4202
H 0.987 1.450 -2.883 -0.039 0.093 -0.029 0.0933
H -2.503 -3.453 -5.215 -0.186 0.038 -0.207 0.3915
C -0.469 -2.647 -2.326 0.036 0.004 0.052 0.7643
C -1.125 1.712 2.011 -0.009 -0.067 -0.030 -0.2405
C 2.962 0.719 -3.008 -0.045 -0.004 0.042 -0.2868
H -1.618 -1.303 3.143 -0.013 0.000 0.015 0.3954
C 1.017 -2.548 -2.340 -0.054 -0.061 0.160 -1.1881
H 3.073 4.005 3.772 0.009 0.009 -0.002 0.3751
C 3.676 2.127 6.430 0.006 0.016 0.008 -0.4491
H 1.858 3.487 -1.696 0.005 0.012 0.002 0.3952
H -1.253 2.431 1.220 -0.018 0.021 0.015 0.4111
Br -1.220 -3.936 -1.194 -0.102 -0.107 0.080 -0.0635
C 2.485 2.680 -2.033 -0.022 -0.047 0.011 -0.5689
C -6.356 -4.285 -3.040 0.079 0.604 -0.392 0.6345
H -0.043 2.702 3.624 -0.035 0.010 0.031 0.5684
H -2.109 0.077 1.107 -0.085 -0.057 0.078 0.1677
H 1.454 -3.222 -1.613 0.026 -0.050 0.036 0.4400
N -3.264 -0.287 -1.492 -0.212 -0.034 0.031 -0.6215
N -5.709 -3.568 -3.809 0.458 -0.229 0.438 -0.4585
N -2.684 -2.006 -2.990 0.063 0.112 0.158 0.3850
H -2.296 -0.014 -1.437 0.019 0.111 0.002 0.2444
C -4.701 -2.793 -3.302 -0.358 -0.067 -0.359 0.4737
I -4.666 0.730 -0.429 0.136 0.017 -0.070 0.2928
```
Forces are in eV/Å.

Calculated values
Kohn-Sham gap ... 0.199 Eh
E_HOMO ... -9.49 eV
Total energy ... -7054.7092 Eh
Net charge ... +1


[3]
This record from the OMol25 dataset describes C18H20BrMnNO5 as an isolated structure. The level of theory is wB97M-V/def2-TZVPD.

```
46
Properties=species:S:1:pos:R:3:forces:R:3:lowdin_spin:R:1
H 4.527 2.092 -2.021 -0.008 0.013 -0.010 -0.0006
C 3.233 1.232 -0.566 0.158 -0.276 0.001 0.0037
C 2.402 2.472 -0.393 -0.177 0.077 0.032 0.0052
C -1.588 1.730 1.936 -0.094 -0.063 -0.105 0.0087
O 0.917 0.383 1.897 0.011 -0.398 0.089 0.0333
H -0.810 3.032 -4.633 0.009 -0.013 0.011 0.0000
H 0.991 0.468 6.353 -0.016 -0.014 -0.009 -0.0002
C 4.223 1.126 0.576 0.039 -0.129 0.098 0.0007
C 3.878 1.222 -1.933 0.035 -0.115 -0.108 -0.0013
C -1.120 1.063 -3.807 -0.016 0.058 -0.104 -0.0015
C -0.857 1.464 3.119 -0.012 0.072 -0.099 0.0031
H -1.061 1.760 -5.836 0.020 -0.003 0.009 -0.0001
H -2.261 2.449 4.443 0.004 -0.017 -0.027 0.0003
Mn 0.403 0.622 0.218 0.727 0.954 0.231 3.0557
C 0.991 0.358 4.227 0.192 -0.096 0.149 0.0050
C -0.697 1.517 5.528 0.038 -0.045 0.097 0.0053
H 1.898 -0.227 4.157 0.009 0.033 0.048 0.0004
C 0.472 0.751 5.445 0.024 0.003 0.028 0.0028
H -3.283 2.528 0.938 0.014 -0.004 0.004 0.0001
H -2.614 3.553 2.225 -0.010 -0.005 0.023 0.0000
O 1.091 2.273 -0.076 -0.654 -0.332 0.107 -0.0811
C -0.733 -0.798 -1.858 0.037 0.007 0.105 0.0051
H -0.187 2.379 -2.364 0.009 -0.002 0.034 -0.0002
C -0.522 1.377 -2.597 0.076 -0.016 0.062 0.0031
C 0.346 0.729 3.061 0.038 0.078 -0.284 -0.0026
C -1.357 2.117 -4.851 -0.014 -0.077 0.042 -0.0005
O -1.244 1.275 0.786 0.266 -0.011 -0.156 -0.0256
H -1.964 -0.554 -4.940 0.007 0.002 0.009 0.0004
H 3.719 1.121 1.543 -0.002 0.023 -0.014 0.0001
H -1.086 1.817 6.491 0.031 0.006 0.000 0.0001
O 2.814 3.573 -0.518 0.029 0.284 -0.028 -0.0281
O 2.253 0.119 -0.486 -0.273 -0.061 0.084 -0.0039
H 2.708 -0.685 -0.192 -0.123 0.015 0.072 0.0009
C -1.503 -0.265 -4.003 -0.033 -0.047 -0.013 0.0094
H 4.482 0.324 -2.065 0.011 0.004 0.031 0.0001
C -1.318 -1.228 -3.017 -0.050 -0.026 -0.152 -0.0014
Br -0.429 -1.886 -0.322 -0.006 -0.068 -0.031 0.0217
H -1.619 -2.258 -3.150 -0.020 0.010 -0.009 -0.0003
H 4.821 0.217 0.479 0.002 0.010 -0.032 0.0001
H 4.901 1.977 0.540 -0.014 0.010 -0.008 0.0001
N -0.329 0.447 -1.648 -0.121 0.067 -0.100 -0.0210
H -2.420 2.362 -4.899 0.001 -0.002 0.006 -0.0002
C -2.844 2.526 1.931 -0.077 -0.010 -0.047 -0.0050
H -3.560 2.123 2.647 -0.002 0.016 0.001 0.0003
C -1.352 1.867 4.382 -0.063 0.058 -0.050 0.0081
H 3.130 1.260 -2.726 -0.002 0.029 0.012 0.0000
```
Forces are in eV/Å.

Calculated values
Kohn-Sham gap (alpha / beta) ... 0.213 / 0.256 Eh
E_HOMO (alpha / beta) ... -15.28 / -15.39 eV
Total energy ... -4853.3509 Eh
Net charge ... +2
Spin multiplicity ... 4


[4]
This record from the OMol25 dataset describes C18H20BrN3O3 as an isolated structure. The level of theory is wB97M-V/def2-TZVPD.

```
45
Properties=species:S:1:pos:R:3:forces:R:3:mulliken_charge:R:1
H -0.293 -1.527 -2.635 1.173 2.841 -3.912 0.2610
C -3.009 -1.400 -2.258 6.702 -6.034 -10.134 -0.8490
H 3.868 1.361 0.786 -0.062 0.250 -0.354 0.4364
H 2.894 -3.465 -0.904 -2.068 -0.515 2.328 0.3134
C 1.922 0.256 0.366 -0.839 4.068 14.378 -1.5429
C 0.027 3.478 1.704 4.990 3.246 6.775 -0.2264
C -2.053 0.702 -1.694 8.272 3.332 0.714 0.8856
H 0.177 3.702 2.911 -0.852 -0.551 -3.014 0.1549
H 0.217 2.299 -1.868 0.303 -0.898 -1.628 0.5281
O 1.450 0.274 2.414 -3.589 -1.557 8.759 -0.3647
C 1.284 3.432 -0.541 -12.056 -2.750 12.533 -1.5362
C 2.617 0.818 2.535 1.349 3.439 -2.936 -0.4204
H -2.692 1.354 0.355 3.651 0.718 -3.630 0.3758
H 2.085 -0.061 -0.433 1.837 -4.404 -12.773 1.8691
C -0.926 2.727 1.298 -1.261 -1.527 -7.982 -0.3918
H 2.063 3.737 -0.866 9.448 3.133 -5.276 1.0407
Br 2.757 4.808 1.540 -1.124 -0.370 0.498 -0.1571
N 0.622 -2.706 -1.442 -2.640 0.876 -3.774 -0.9914
C 0.200 2.592 -0.871 4.349 3.011 -3.954 -0.7051
C 0.823 -2.898 -0.254 1.064 1.240 5.745 0.8179
H 2.046 -4.228 0.506 -0.562 -9.052 4.866 0.5959
H -1.606 2.233 1.856 -2.359 -1.184 1.922 0.4634
O -1.044 0.673 -2.429 -2.519 -0.308 -0.591 -0.6659
C 1.163 3.844 1.017 1.661 -0.487 -7.215 -0.1014
H -4.028 0.204 -2.266 0.479 0.668 1.127 0.2522
H -3.671 -2.146 -2.528 -2.812 -0.594 0.625 0.5467
H -3.327 -0.501 -0.792 -1.560 0.486 4.194 0.2898
C 0.026 -2.429 1.142 0.874 -2.408 -5.086 -1.6690
C -3.123 -0.183 -1.727 -5.686 4.270 0.546 -0.9389
N -1.762 1.505 -0.530 -14.453 -9.049 -0.178 -0.1990
O -2.231 -3.012 -0.658 1.004 3.071 -5.227 -0.6932
C -0.138 -0.961 1.108 2.172 -5.950 12.148 0.2769
H -0.790 -0.589 0.626 -7.787 4.654 -7.971 0.1521
N -0.597 -2.013 -1.908 0.285 -2.461 2.604 0.2608
C -0.943 2.364 -0.276 5.223 5.878 10.236 0.8334
H 2.785 1.412 3.536 -0.044 -1.498 -2.421 0.3038
H 0.521 -2.894 1.946 1.150 0.235 1.088 0.5064
H -0.783 -3.096 0.953 -1.770 0.466 0.290 0.5859
H 2.829 -2.631 0.723 -2.012 -1.912 -0.983 0.2071
C 1.042 -0.247 1.369 3.201 2.680 -6.893 0.7696
C -1.889 -2.217 -1.751 -0.502 -4.420 8.792 0.6903
C 2.918 0.988 1.128 0.680 -1.162 1.720 -0.9424
C 2.174 -3.429 0.087 4.877 10.430 -6.170 -1.4292
H -2.615 -1.239 -3.456 -0.836 -0.151 2.402 0.2530
H -0.990 -0.889 2.180 2.651 0.251 -2.187 0.1538
```
Forces are in eV/Å.

Calculated values
Kohn-Sham gap ... 0.269 Eh
E_HOMO ... -7.54 eV
Total energy ... -3661.2528 Eh
Net charge ... 0


[5]
This record from the OMol25 dataset describes an isolated molecule of C18H20Cl2N4O4. The level of theory is wB97M-V/def2-TZVPD.

```
48
Properties=species:S:1:pos:R:3:forces:R:3:mulliken_charge:R:1
H 2.202 2.353 3.618 -0.095 -0.017 0.077 0.3436
H -3.870 -0.982 0.096 -0.033 0.120 0.059 0.2407
H -3.101 -3.409 1.688 -0.037 -0.046 0.098 0.4443
H -2.047 -1.988 -2.227 0.188 -0.109 0.227 0.6896
H -1.990 -2.048 1.513 0.027 0.091 0.103 0.1433
H 1.227 -4.811 -1.553 0.074 0.043 0.057 0.2362
C -2.315 3.262 -2.098 -0.007 0.052 -0.057 -1.1677
C 2.984 2.851 0.382 0.087 -0.065 0.222 0.8487
C -4.045 -1.941 -0.387 0.189 -0.158 -0.134 -1.5169
H -1.456 -3.685 1.114 0.092 -0.083 0.109 0.3612
H 4.452 1.365 3.606 0.038 -0.043 0.084 0.3888
C 4.045 1.782 2.699 -0.012 0.011 0.071 -0.7107
C -0.466 -3.076 -1.272 -0.039 0.398 0.020 0.1638
O -1.285 -0.882 -0.668 -0.020 -0.185 0.194 0.0397
C -0.242 1.531 0.382 -0.269 0.068 -0.304 0.1699
H 0.407 3.356 2.572 0.065 0.061 -0.109 0.3667
N 2.013 -4.424 -1.045 0.008 -0.467 -0.253 -0.2780
H 4.813 2.273 -0.554 0.033 0.010 -0.101 0.4295
O 2.757 -2.644 0.155 0.310 0.229 0.245 -0.6340
H -3.329 2.908 -1.923 -0.076 0.019 -0.056 0.2724
C 0.836 3.461 1.570 0.282 0.222 0.311 -0.9807
N 0.630 -2.614 -0.622 0.199 0.378 0.253 0.0628
N -0.749 3.591 -0.240 -0.387 0.780 -0.354 -1.1876
Cl 0.530 0.335 1.315 -0.031 -0.063 0.119 -0.1561
H 5.761 1.307 1.509 0.094 -0.044 -0.013 0.3920
C 2.779 2.339 2.704 0.076 0.125 -0.095 -0.2666
H -4.850 -2.447 0.140 -0.085 -0.011 0.074 0.4706
C 4.251 2.288 0.366 -0.046 0.019 -0.062 -0.6391
C -2.298 -2.998 1.081 -0.078 -0.092 -0.241 -1.2238
C -2.780 -2.794 -0.353 0.140 0.303 0.081 0.3021
C -1.136 1.426 -0.682 0.284 0.203 0.319 0.7474
O -0.533 -4.145 -1.845 -0.261 -0.183 -0.133 -0.7733
H 0.856 4.521 1.300 -0.081 -0.153 0.054 0.3489
C 1.898 -3.222 -0.467 -0.270 -0.031 -0.088 0.3317
H 0.548 -1.707 -0.173 0.134 -0.226 -0.120 -0.1586
H 2.890 -4.908 -0.984 -0.002 0.124 0.062 0.2094
C -1.670 -2.140 -1.206 -0.576 -0.606 -0.540 0.1506
N -0.038 2.840 0.605 -0.216 -0.841 -0.019 0.9174
C 2.225 2.877 1.549 0.098 0.140 -0.086 0.0562
C -1.415 2.777 -1.028 0.226 -0.467 0.298 0.1273
Cl 2.353 3.527 -1.084 0.092 0.040 -0.102 -0.1936
H -2.301 4.348 -2.120 -0.022 0.075 -0.015 0.3762
H -4.361 -1.757 -1.411 -0.082 0.060 -0.080 0.3609
O -2.320 0.223 -2.341 0.021 0.033 0.148 -0.6408
C 4.779 1.751 1.525 -0.037 0.009 -0.004 -0.4339
C -1.656 0.234 -1.335 -0.027 0.162 -0.220 0.2877
H -2.985 -3.766 -0.812 0.074 0.087 -0.025 0.3961
H -1.995 2.865 -3.059 -0.048 0.027 -0.073 0.2853
```
Forces are in eV/Å.

Calculated values
Kohn-Sham gap ... 0.367 Eh
E_HOMO ... -9.37 eV
Total energy ... -2138.3800 Eh
Net charge ... 0
SMILES string ... Cc1nn(Cc2ccccc2Cl)c(Cl)c1C(=O)O[C@@H](C(=O)NC(N)=O)C(C)C